C8H11NO | ωB97M-V with the def2-TZVPD basis set

```
21
C8H11NO | OMol25 | ωB97M-V with the def2-TZVPD basis set
C -2.925 -0.257 1.100
C -1.735 0.241 0.721
C -1.563 0.721 -0.645
O -2.486 1.208 -1.281
N -0.312 0.521 -1.132
C 0.760 -0.215 -0.509
C 0.959 -1.541 -1.050
C 2.076 -2.192 -1.198
C 1.367 0.390 0.505
C 1.121 1.699 1.050
H -3.549 -0.394 0.247
H -3.183 -0.358 2.130
H -0.780 0.347 1.389
H -0.054 0.909 -2.052
H 0.068 -1.865 -1.384
H 2.044 -3.215 -1.605
H 3.066 -1.797 -1.136
H 2.009 -0.178 1.142
H 1.834 1.833 1.891
H 0.205 1.668 1.568
H 1.080 2.474 0.250
```

The HOMO-LUMO gap is 0.362 hartree. As for the SMILES: C=CC(=O)N/C(C=C)=C\C. The HOMO energy comes out at -9.10 eV. The strongest force on any atom is 0.07118 hartree/bohr. Its energy is -12009.2861 eV. As for the energy above the lowest of the compared OMol25 structures with the same formula, charge and spin: 71.82 kcal per mole.



C8H11NO2S3 | ωB97M-V with the def2-TZVPD basis set

```
25
C8H11NO2S3 | OMol25 | ωB97M-V with the def2-TZVPD basis set
C -1.885 1.799 -0.204
N -1.109 0.601 0.195
C 0.497 0.710 0.001
C 1.178 0.371 1.229
C 2.435 -0.102 1.257
C 3.135 -0.492 -0.030
S 2.636 -1.997 -0.815
C 2.391 -0.320 -1.309
C 1.077 0.294 -1.316
S 1.021 2.099 -0.950
S -1.656 -0.854 -0.314
C -2.716 -1.353 1.080
O -2.477 -0.536 -1.459
O -0.541 -1.780 -0.502
H -2.208 1.789 -1.217
H -2.821 1.682 0.406
H -1.145 2.523 0.117
H 0.653 0.765 2.101
H 2.840 -0.515 2.101
H 4.273 -0.329 -0.124
H 2.923 -0.013 -2.236
H 0.288 -0.002 -2.059
H -3.222 -2.380 0.878
H -2.067 -1.341 2.011
H -3.498 -0.621 1.158
```

The HOMO-LUMO gap is 0.335 hartree. As for the SMILES: CN([C@@]12C=C[C@H]3S[C@H]3[C@@H]1S2)S(C)(=O)=O. The HOMO energy comes out at -8.65 eV. The strongest force on any atom is 0.06723 hartree/bohr. Its energy is -46561.8106 eV. As for the energy above the lowest of the compared OMol25 structures with the same formula, charge and spin: 29.17 kcal per mole.



C8H11NO2S3 | ωB97M-V with the def2-TZVPD basis set

```
25
C8H11NO2S3 | OMol25 | ωB97M-V with the def2-TZVPD basis set
C 4.770 0.420 0.610
C -1.946 -0.892 0.198
C 0.766 -1.634 -0.401
C -3.015 2.586 -0.199
C 3.399 0.079 0.445
C -2.801 1.254 0.637
C 2.904 0.099 -1.038
C -1.467 -1.869 -0.752
N 5.863 0.727 0.666
O -2.078 -1.021 1.403
O -2.149 0.345 -0.352
S 1.602 -2.874 0.095
S -1.568 -3.451 -0.130
S 1.073 -0.106 -0.933
H -3.873 3.175 0.087
H -2.196 3.253 0.046
H -3.049 2.244 -1.217
H 3.325 -0.905 0.995
H 2.806 0.794 1.173
H -3.730 0.704 0.836
H -2.291 1.296 1.583
H 3.453 -0.696 -1.535
H 3.025 1.099 -1.471
H -1.440 -1.641 -1.870
H -1.384 -2.990 1.123
```

The HOMO-LUMO gap is 0.283 hartree. The HOMO energy comes out at -8.32 eV. The strongest force on any atom is 0.05778 hartree/bohr. Its energy is -46561.8686 eV. As for the energy above the lowest of the compared OMol25 structures with the same formula, charge and spin: 27.83 kcal per mole.



C8H11NO3 | ωB97M-V with the def2-TZVPD basis set

```
23
C8H11NO3 | OMol25 | ωB97M-V with the def2-TZVPD basis set
O 1.538 0.199 1.630
C 2.336 -0.112 0.788
C 3.309 -1.255 0.900
C 3.957 -1.292 -0.271
C 3.394 -0.155 -1.114
N 2.463 0.513 -0.530
H 3.349 -1.869 1.794
H 4.773 -1.916 -0.646
H 3.734 0.116 -2.122
C -0.449 1.521 -0.334
C -1.850 0.960 -0.427
C -2.218 0.187 0.849
O -3.554 -0.300 0.848
C -3.953 -1.087 -0.158
O -3.272 -1.886 -0.751
H -0.328 2.097 0.607
H -0.293 2.234 -1.166
H 0.286 0.719 -0.371
H -1.915 0.319 -1.297
H -2.607 1.715 -0.572
H -1.529 -0.652 1.013
H -2.165 0.846 1.733
H -5.007 -0.904 -0.404
```

The HOMO-LUMO gap is 0.331 hartree. As for the SMILES: O=C1C=CC=N1.CCCOC=O. The HOMO energy comes out at -10.32 eV. The strongest force on any atom is 0.02195 hartree/bohr. Its energy is -16105.1496 eV. As for the energy above the lowest of the compared OMol25 structures with the same formula, charge and spin: 46.12 kcal per mole.



C8H11NO3S | ωB97M-V with the def2-TZVPD basis set

```
24
C8H11NO3S | OMol25 | ωB97M-V with the def2-TZVPD basis set
C 1.714 -2.504 -2.172
C 0.414 -1.938 -1.622
C -0.609 -3.024 -1.314
O 0.739 -1.236 -0.402
C 0.066 -0.131 -0.121
O -0.788 0.360 -0.804
C 0.555 0.434 1.216
C -0.106 1.720 1.534
N -0.914 1.873 2.507
C -1.448 3.134 2.627
O -2.221 3.491 3.469
C -0.925 4.078 1.518
S 0.209 3.111 0.520
H 1.521 -3.027 -3.104
H 2.427 -1.704 -2.358
H 2.148 -3.198 -1.457
H -0.017 -1.210 -2.320
H -0.204 -3.721 -0.583
H -0.855 -3.565 -2.223
H -1.517 -2.581 -0.914
H 1.637 0.562 1.142
H 0.336 -0.294 2.000
H -1.753 4.435 0.907
H -0.412 4.934 1.956
```

The HOMO-LUMO gap is 0.355 hartree. As for the SMILES: CC(C)OC(=O)CC1=NC(=O)CS1. The HOMO energy comes out at -9.45 eV. The strongest force on any atom is 0.03332 hartree/bohr. Its energy is -26942.8055 eV. As for the energy above the lowest of the compared OMol25 structures with the same formula, charge and spin: 0.00 kcal per mole.



Q: Among the records above, which one has the highest energy?
A: C8H11NO



Repeat the fourth record exactly.
C8H11NO3 | ωB97M-V with the def2-TZVPD basis set

```
23
C8H11NO3 | OMol25 | ωB97M-V with the def2-TZVPD basis set
O 1.538 0.199 1.630
C 2.336 -0.112 0.788
C 3.309 -1.255 0.900
C 3.957 -1.292 -0.271
C 3.394 -0.155 -1.114
N 2.463 0.513 -0.530
H 3.349 -1.869 1.794
H 4.773 -1.916 -0.646
H 3.734 0.116 -2.122
C -0.449 1.521 -0.334
C -1.850 0.960 -0.427
C -2.218 0.187 0.849
O -3.554 -0.300 0.848
C -3.953 -1.087 -0.158
O -3.272 -1.886 -0.751
H -0.328 2.097 0.607
H -0.293 2.234 -1.166
H 0.286 0.719 -0.371
H -1.915 0.319 -1.297
H -2.607 1.715 -0.572
H -1.529 -0.652 1.013
H -2.165 0.846 1.733
H -5.007 -0.904 -0.404
```

The HOMO-LUMO gap is 0.331 hartree. As for the SMILES: O=C1C=CC=N1.CCCOC=O. The HOMO energy comes out at -10.32 eV. The strongest force on any atom is 0.02195 hartree/bohr. Its energy is -16105.1496 eV. As for the energy above the lowest of the compared OMol25 structures with the same formula, charge and spin: 46.12 kcal per mole.